Molecular formula: CH33AgO16
Method: DFT, ωB97M-V with the def2-TZVPD basis set

Geometry as XYZ:
```
51
CH33AgO16 (ωB97M-V with the def2-TZVPD basis set)
Ag 0.3952 -1.8152 -2.9029
C 0.1192 -0.2702 -0.1139
O 1.2512 -0.4852 0.7531
H -0.6298 -1.0612 0.1221
H 0.3422 -0.6812 -1.0699
H -0.2458 0.7208 -0.0699
O 3.8962 -0.5192 0.1771
H 4.2322 0.3698 0.0731
H 2.9862 -0.3652 0.4251
O -0.8048 0.5218 -3.0679
H -1.1258 0.9428 -2.2669
H -1.3968 0.9668 -3.6739
O 2.7702 -1.8632 -2.2919
H 3.2692 -1.8402 -1.5379
H 3.2752 -2.4372 -2.8429
O 2.0452 1.8818 -0.9629
H 1.9362 2.0478 -1.8979
H 1.6902 0.9848 -0.9189
O -3.1668 -1.5892 -1.1699
H -3.2068 -0.6442 -0.9769
H -3.5918 -1.5212 -2.0129
O 2.5632 -2.0402 3.0461
H 2.9742 -2.8762 2.8761
H 2.4372 -1.4922 2.3101
O 1.8912 -2.9572 0.1101
H 1.5862 -1.9862 0.3531
H 1.0162 -3.3472 0.1461
O -0.3068 -0.1362 3.0261
H 0.2622 -0.2392 2.2601
H 0.2022 0.3438 3.7161
O -2.2278 -1.9852 1.6091
H -2.1878 -2.6192 0.9131
H -1.5118 -1.4522 1.3851
O -1.1238 3.1948 -2.1899
H -0.9598 3.7138 -1.4029
H -1.7738 2.5778 -1.8389
O -2.6208 1.5268 -0.7959
H -3.4848 1.9898 -0.7749
H -2.3898 1.6858 0.1021
O -0.7888 -3.1812 -1.5979
H -0.7048 -3.0032 -0.7059
H -1.6818 -2.9122 -1.8869
O -2.6248 1.5308 2.0201
H -1.7308 1.2028 2.2141
H -2.9398 1.3578 2.9261
O -0.6618 3.9578 0.3571
H -0.1088 3.3568 0.9451
H -0.7228 4.7548 0.8851
O 1.0362 2.2438 2.0161
H 1.6322 1.9778 2.7201
H 0.9102 1.4668 1.4831
```

Values from the calculation:
- maximum force (eV/Å) = 4.38
- energy (eV) = -38329.901
- frontier orbital gap (eV) = 7.9
- M (Da) = 409.127
- LUMO (Ha) = -0.0468
- highest occupied orbital energy (eV) = -9.1960



Molecular formula: C33H40BaN3
Method: DFT, ωB97M-V with the def2-TZVPD basis set

Geometry as XYZ:
```
77
C33H40BaN3 (ωB97M-V with the def2-TZVPD basis set)
Ba 0.7389 -0.3928 -0.9774
C 2.0056 3.4375 0.9679
C 2.9801 2.2955 0.9465
C 2.9534 1.3279 1.9491
C 3.7901 0.2171 1.9077
C 3.7057 -0.8488 2.9670
C 4.6884 0.0897 0.8506
C 4.7443 1.0390 -0.1622
C 5.6962 0.8741 -1.3183
C 3.8810 2.1297 -0.1032
H 1.0313 3.0881 0.6024
H 2.3387 4.2602 0.3339
H 1.8576 3.8120 1.9815
H 2.2524 1.4372 2.7673
H 4.6701 -1.3362 3.1148
H 2.9890 -1.6218 2.6776
H 3.3756 -0.4331 3.9189
H 5.3536 -0.7678 0.8183
H 5.2479 0.2783 -2.1176
H 6.6086 0.3631 -1.0089
H 5.9704 1.8396 -1.7444
H 3.9070 2.8718 -0.8958
C -2.4157 -2.2767 -1.0663
N -0.9565 -2.3764 -1.0358
C -0.4320 -3.5209 -0.7798
C 0.9821 -3.7627 -0.6343
C 1.5869 -5.0038 -0.4219
C 2.9581 -4.7558 -0.3062
C 3.1026 -3.3720 -0.4485
N 1.9251 -2.7546 -0.6521
C -3.0002 -2.6669 -2.4050
C -4.0771 -3.5396 -2.4864
C -4.6289 -3.8821 -3.7160
C -4.1022 -3.3558 -4.8838
C -3.0218 -2.4831 -4.8145
C -2.4796 -2.1436 -3.5869
H -2.6753 -1.2348 -0.8571
H -2.8668 -2.8951 -0.2832
H -1.0750 -4.3979 -0.6310
H 1.0808 -5.9570 -0.3689
H 3.7447 -5.4733 -0.1301
H 4.0215 -2.8001 -0.4148
H -4.4924 -3.9531 -1.5743
H -5.4687 -4.5646 -3.7578
H -4.5291 -3.6194 -5.8432
H -2.6030 -2.0655 -5.7215
H -1.6434 -1.4564 -3.5390
C -1.1755 -0.9077 2.3310
C -0.4975 0.4499 2.5462
C 0.0322 0.5434 3.9760
C -1.4066 1.5841 2.1418
C -2.2249 2.1937 3.0752
C -3.0640 3.2554 2.7424
C -3.0395 3.6919 1.4193
C -2.2501 3.1095 0.4424
C -2.3651 3.6453 -0.9703
C -3.0631 2.6409 -1.8939
C -1.0197 4.0756 -1.5613
C -1.4054 1.9757 0.7349
N -0.6839 1.3085 -0.1661
H -0.4880 -1.7481 2.4896
H -1.5648 -0.9647 1.3126
H -2.0159 -1.0201 3.0222
H 0.3529 0.4970 1.8537
H -0.7489 0.3155 4.7070
H 0.4008 1.5477 4.1988
H 0.8414 -0.1748 4.1394
H -2.2149 1.8360 4.1021
H -3.7005 3.7255 3.4815
H -3.6655 4.5363 1.1355
H -2.9977 4.5406 -0.9150
H -2.4497 1.7412 -1.9641
H -3.2060 3.0576 -2.8974
H -4.0395 2.3623 -1.4907
H -0.3216 3.2401 -1.4956
H -0.6064 4.9211 -1.0045
H -1.1326 4.3718 -2.6101
```

Values from the calculation:
- maximum force (eV/Å) = 1.82
- energy (eV) = -40035.787
- frontier orbital gap (eV) = 4.1
- total charge = -1
- M (Da) = 616.032
- energy relative to the best compared isomer or geometry (same formula, charge and spin) (kcal/mol) = 0.0
- LUMO (Ha) = 0.0709
- highest occupied orbital energy (eV) = -2.1837



Molecular formula: C17H9BrCl2MgN4O7S
Method: DFT, ωB97M-V with the def2-TZVPD basis set

Geometry as XYZ:
```
42
C17H9BrCl2MgN4O7S (ωB97M-V with the def2-TZVPD basis set)
Mg 0.2633 -1.2756 0.0306
Cl 2.6931 -1.9371 -0.4084
C 3.2557 -1.9523 1.2615
C 4.6136 -1.7618 1.4348
C 5.1315 -1.7771 2.7173
C 4.2834 -1.9824 3.7916
C 2.9277 -2.1673 3.5843
Cl 1.9311 -2.4194 4.9783
C 2.3424 -2.1568 2.3022
S 0.6286 -2.4112 2.0903
H 5.2495 -1.6029 0.5739
H 6.1910 -1.6288 2.8785
H 4.6632 -1.9978 4.8044
O -1.7810 4.1541 -4.6220
N -1.2480 4.5291 -3.5971
O -1.1127 5.6891 -3.2691
C -0.7778 3.5077 -2.6643
C -0.9077 2.1855 -2.9961
C -0.4491 1.2137 -2.1148
C 0.1289 1.5213 -0.8310
O 0.4310 0.6825 0.0638
C 0.2679 2.9325 -0.6058
C -0.1907 3.8921 -1.4598
N 0.9274 3.3953 0.6213
O 1.8682 2.7564 1.0279
O 0.4808 4.4022 1.1403
N -0.6002 -0.1464 -2.5509
O 0.1032 -1.0340 -2.0182
O -1.3623 -0.4129 -3.4418
H -1.3528 1.9022 -3.9372
H -0.0898 4.9372 -1.2064
Br -6.4271 -2.4007 0.4942
C -4.5800 -2.0923 0.3220
C -3.8799 -2.6535 -0.7333
C -2.5258 -2.3954 -0.8227
N -1.8710 -1.6379 0.0647
C -2.5614 -1.1065 1.0818
C -3.9182 -1.3038 1.2488
H -4.3713 -3.2726 -1.4697
H -1.9419 -2.7996 -1.6412
H -1.9945 -0.5172 1.7934
H -4.4384 -0.8578 2.0839
```

Values from the calculation:
- maximum force (eV/Å) = 0.39
- energy (eV) = -149431.033
- frontier orbital gap (eV) = 6.2
- M (Da) = 588.462
- energy relative to the best compared isomer or geometry (same formula, charge and spin) (kcal/mol) = 1.3
- LUMO (Ha) = -0.0678
- highest occupied orbital energy (eV) = -8.0297



Molecular formula: C24H30N2O4
Method: DFT, ωB97M-V with the def2-TZVPD basis set

Geometry as XYZ:
```
60
C24H30N2O4 (ωB97M-V with the def2-TZVPD basis set)
C -3.6389 -5.4410 0.2966
O -3.5356 -4.0438 0.5157
C -4.1031 -3.2628 -0.4197
O -4.6585 -3.7089 -1.3951
C -3.9686 -1.8209 -0.1177
C -3.3019 -1.3584 1.0145
C -3.2095 -0.0015 1.2554
C -3.7721 0.9204 0.3755
C -3.5855 2.4023 0.5924
N -2.3403 2.9263 0.0453
C -2.2485 2.8269 -1.3985
C -1.0433 3.6239 -1.8914
C 0.2346 3.0913 -1.2514
C 0.0837 3.1467 0.2679
C 1.3171 2.6117 1.0106
N 1.5514 1.2061 0.7809
C 1.1447 0.2484 1.6403
O 0.6062 0.4849 2.7001
C 1.4195 -1.1750 1.1497
C 2.7713 -1.2982 0.5123
C 3.9139 -1.3409 1.2986
C 5.1759 -1.4086 0.7350
C 5.3179 -1.4316 -0.6484
O 6.5048 -1.4930 -1.3137
C 7.6939 -1.5487 -0.5643
C 4.1744 -1.3895 -1.4465
C 2.9229 -1.3225 -0.8713
C -1.1635 2.3621 0.6755
C -4.4397 0.4499 -0.7518
C -4.5413 -0.9044 -0.9973
H -3.1313 -5.9187 1.1307
H -4.6879 -5.7433 0.2615
H -3.1655 -5.7140 -0.6492
H -2.8605 -2.0645 1.7000
H -2.6949 0.3456 2.1392
H -4.4045 2.9551 0.1235
H -3.5846 2.6251 1.6629
H -3.1634 3.2408 -1.8299
H -2.1527 1.7783 -1.7352
H -1.1768 4.6711 -1.6161
H -0.9831 3.5575 -2.9791
H 1.0953 3.6827 -1.5714
H 0.3925 2.0578 -1.5702
H -0.0575 4.1905 0.5642
H 1.1673 2.7297 2.0868
H 2.2063 3.1720 0.7073
H 1.9712 0.9298 -0.0926
H 0.6319 -1.4353 0.4377
H 1.3304 -1.8366 2.0124
H 3.8162 -1.3203 2.3741
H 6.0371 -1.4431 1.3832
H 8.5001 -1.5974 -1.2945
H 7.8216 -0.6550 0.0554
H 7.7279 -2.4397 0.0709
H 4.2956 -1.4133 -2.5179
H 2.0491 -1.3011 -1.5084
H -1.2858 2.4168 1.7590
H -1.0256 1.3018 0.4012
H -4.8893 1.1540 -1.4373
H -5.0612 -1.2774 -1.8669
```

Values from the calculation:
- maximum force (eV/Å) = 0.61
- energy (eV) = -36546.133
- frontier orbital gap (eV) = 9.1
- M (Da) = 410.514
- energy relative to the best compared isomer or geometry (same formula, charge and spin) (kcal/mol) = 31.5
- LUMO (Ha) = 0.0228
- highest occupied orbital energy (eV) = -8.4660



Molecular formula: CH5PS3
Method: DFT, ωB97M-V with the def2-TZVPD basis set

Geometry as XYZ:
```
10
CH5PS3 (ωB97M-V with the def2-TZVPD basis set)
C -1.9400 0.1601 0.2585
P 1.5482 -0.3301 0.3881
S 1.6231 1.6110 -0.2313
S 3.0177 -1.0213 -0.9218
S -0.9695 -1.2253 -0.4597
H -2.6666 0.3234 -0.4422
H -1.3263 1.0671 0.3904
H -2.3958 -0.2294 1.2432
H 0.6640 1.9168 0.7096
H 2.4452 -2.2725 -0.9348
```

Values from the calculation:
- maximum force (eV/Å) = 3.71
- energy (eV) = -42911.648
- frontier orbital gap (eV) = 7.1
- M (Da) = 144.226
- energy relative to the best compared isomer or geometry (same formula, charge and spin) (kcal/mol) = 40.6
- LUMO (Ha) = -0.0371
- highest occupied orbital energy (eV) = -8.1359



Molecular formula: C4H4N4O6
Method: DFT, ωB97M-V with the def2-TZVPD basis set

Geometry as XYZ:
```
18
C4H4N4O6 (ωB97M-V with the def2-TZVPD basis set)
C 0.0280 -0.3492 2.0305
C 1.4996 -1.0706 0.2072
C -1.4122 0.0558 0.1540
C -0.2428 0.1776 -0.8486
N -1.0907 -0.2075 1.5416
N 1.3549 -0.6649 1.3959
N 0.4585 1.4060 -0.7672
N -0.2801 -0.5761 -2.0388
O 0.5623 1.8502 0.4380
O -0.4755 -1.7754 -1.8109
O 2.0552 -1.6956 -0.6133
O 1.0507 2.0149 -1.6388
O -0.0175 -0.0269 -3.0787
O -2.2197 1.1458 -0.0063
H 0.1557 -0.3102 3.0791
H -1.8863 -0.9018 -0.2222
H 2.1649 -1.0375 2.0440
H -1.7050 1.9655 0.1343
```

Values from the calculation:
- maximum force (eV/Å) = 4.35
- energy (eV) = -22448.716
- frontier orbital gap (eV) = 8.1
- M (Da) = 204.098
- energy relative to the best compared isomer or geometry (same formula, charge and spin) (kcal/mol) = 70.3
- LUMO (Ha) = -0.0588
- highest occupied orbital energy (eV) = -9.7421



Molecular formula: C5H32NO13
Method: DFT, ωB97M-V with the def2-TZVPD basis set

Geometry as XYZ:
```
51
C5H32NO13 (ωB97M-V with the def2-TZVPD basis set)
O -1.1386 -0.6444 0.2334
C -0.6901 0.0479 1.2097
O -1.2901 1.0074 1.4400
C 0.6523 -0.3378 1.7984
C 1.9645 0.1334 1.0320
C 2.1004 1.7037 0.7826
C 2.8862 2.0916 -0.4602
N 2.2438 2.1056 -1.7362
H 0.5701 0.3521 2.8601
H 0.5574 -1.4155 2.0567
H 2.9394 -0.0518 1.5398
H 1.7901 -0.3145 0.0306
H 2.4144 2.1193 1.7808
H 1.0282 2.1741 0.5792
H 3.7533 1.4024 -0.5818
H 3.3310 2.9931 -0.3252
H 1.8986 2.8792 -2.1664
H 1.3755 1.4633 -1.7412
H -0.6786 -2.2402 1.6890
H -1.6628 -3.2275 2.3638
O -0.7183 -3.0715 2.2305
H -2.9452 0.1768 -2.5272
H -2.2802 -0.5876 -1.3706
O -2.1125 0.1475 -2.0248
H 3.9329 0.0337 -2.3470
H 2.6319 0.1369 -3.2047
O 3.5053 0.1071 -3.1696
H -2.7158 1.1730 2.6352
H -2.2761 0.6524 4.1145
O -2.9427 1.2079 3.5561
H -2.5558 -0.9903 0.9402
H -3.3982 -0.5871 2.1455
O -2.8992 -1.3243 1.7867
H 1.0963 -2.7300 -0.2533
H 2.2959 -3.7628 -0.1380
O 2.0361 -2.8033 -0.0084
H -1.1764 -2.0099 -0.2426
H -0.6761 -3.3196 -0.0163
O -0.9843 -2.9091 -0.8649
H -1.7757 1.9818 -1.7282
H -2.0134 3.0494 -2.6630
O -2.2732 2.8411 -1.7788
H -1.2421 -1.7968 -3.3773
H -1.4502 -3.1838 -3.1262
O -1.1444 -2.6206 -3.7384
H 0.0529 -0.2327 -1.2134
H 1.1752 -1.0520 -1.6941
O 0.7034 -0.2353 -1.8580
H -1.3129 2.8619 1.7616
H -1.4695 3.1799 3.2755
O -1.1128 3.4257 2.5138
```

Values from the calculation:
- maximum force (eV/Å) = 7.26
- energy (eV) = -33811.322
- frontier orbital gap (eV) = 8.7
- total charge = -1
- M (Da) = 314.305
- energy relative to the best compared isomer or geometry (same formula, charge and spin) (kcal/mol) = 150.4
- LUMO (Ha) = 0.1020
- highest occupied orbital energy (eV) = -5.9192



Molecular formula: C4H6NO2
Method: DFT, ωB97M-V with the def2-TZVPD basis set

Geometry as XYZ:
```
13
C4H6NO2 (ωB97M-V with the def2-TZVPD basis set)
C -0.8101 -2.4133 -0.8696
C -0.0354 -1.3492 -0.6833
C -0.5132 -0.0037 -0.1218
O -1.4910 0.4276 0.3575
N 0.7339 0.9053 -0.0524
C 0.5998 2.3379 -0.1388
O 1.8143 0.3707 -0.2878
H -0.1791 -3.1344 -1.2379
H -1.8118 -2.7096 -0.7700
H 0.9725 -1.2398 -0.9707
H 1.0288 2.6816 -1.1733
H 1.3205 2.6702 0.5447
H -0.4711 2.4945 0.0086
```

Values from the calculation:
- maximum force (eV/Å) = 5.17
- energy (eV) = -9818.089
- frontier orbital gap (eV) = 7.5
- total charge = +1
- M (Da) = 100.097
- energy relative to the best compared isomer or geometry (same formula, charge and spin) (kcal/mol) = 104.1
- LUMO (Ha) = -0.2984
- highest occupied orbital energy (eV) = -15.6088